121
Properties=species:S:1:pos:R:3:forces:R:3:mulliken_charge:R:1 method="wB97M-V/def2-TZVPD" charge=-1 lumo_energy_ev=1.592 gap_ev=4.89 max_force_ev_per_a=0.2 e_above_lowest_kcal_mol=0.0 homo_energy_ev=-3.30
In -0.314174 -0.326651 -0.006318 -0.12 -0.13 0.01 1.845
C 6.526386 -3.477534 6.734780 -0.01 0.00 0.00 -0.852
O 5.156437 -3.745175 6.534779 0.00 0.00 0.00 -0.464
C 4.529588 -3.068644 5.523476 0.02 -0.01 0.02 1.023
C 5.152614 -2.139154 4.701919 -0.02 0.00 -0.01 -0.801
C 4.414651 -1.509480 3.703201 0.00 -0.01 0.00 -0.297
C 3.069779 -1.786642 3.503946 0.01 0.03 -0.01 -0.882
C 2.465313 -2.724161 4.344264 0.00 -0.01 0.00 -0.058
C 3.180600 -3.359524 5.340677 -0.01 0.01 -0.01 -0.976
C 2.294205 -1.102716 2.430082 0.05 -0.04 0.01 1.075
C 1.254056 -0.254738 2.836654 -0.04 0.02 0.02 0.646
C 1.065283 0.161963 4.204302 0.01 -0.01 -0.01 -1.697
C 0.090398 1.100635 4.199094 -0.02 0.01 -0.01 -1.607
C -0.328369 1.264214 2.828287 0.02 -0.02 0.03 0.625
N 0.372732 0.406336 2.032329 0.03 0.01 -0.02 -0.094
C -1.218655 2.264772 2.410671 -0.02 0.01 0.00 1.065
C -1.456275 2.629604 1.084448 0.02 -0.01 -0.01 0.579
C -2.457240 3.595546 0.663648 -0.02 0.00 0.00 -1.274
C -2.443833 3.600466 -0.685452 0.01 0.02 0.00 -1.276
C -1.433831 2.638707 -1.092628 0.02 -0.02 0.02 0.636
C -1.170311 2.282831 -2.415516 -0.05 0.03 -0.03 0.987
C -1.865532 3.050478 -3.487995 0.04 0.03 0.03 -0.734
C -1.640010 4.409896 -3.652467 -0.01 0.00 0.01 -0.424
C -2.278555 5.143610 -4.648544 0.00 -0.02 0.01 -0.763
C -3.163344 4.501246 -5.503978 -0.01 0.02 -0.02 1.016
O -3.842820 5.122087 -6.517017 0.00 0.00 0.00 -0.465
C -3.632316 6.507028 -6.678205 0.00 -0.01 0.00 -0.856
C -3.401404 3.137741 -5.356783 0.02 -0.02 0.01 -0.958
C -2.758214 2.426937 -4.361962 -0.02 0.00 0.00 -0.070
C -0.274029 1.285220 -2.825075 0.03 -0.04 -0.01 0.663
N 0.413209 0.422283 -2.022226 0.02 0.02 0.00 -0.115
C 1.309123 -0.232945 -2.815087 -0.02 0.02 -0.04 0.576
C 2.341327 -1.086124 -2.395121 0.00 -0.01 0.00 1.158
C 3.130957 -1.770463 -3.457560 0.01 -0.01 0.00 -0.798
C 2.531574 -2.694789 -4.317292 -0.01 0.00 -0.01 -0.013
C 3.258234 -3.334062 -5.302474 0.01 0.01 0.01 -1.014
C 4.615336 -3.062582 -5.454248 0.01 -0.02 -0.01 1.026
O 5.254066 -3.743819 -6.454777 0.00 0.01 0.00 -0.467
C 6.632573 -3.498049 -6.621247 -0.01 0.00 0.00 -0.852
C 5.234008 -2.148742 -4.612548 -0.02 0.00 0.01 -0.785
C 4.484127 -1.514676 -3.625363 0.02 0.02 0.00 -0.376
C 2.702294 -1.322550 -1.068229 -0.04 0.01 0.01 0.606
C 3.702784 -2.288970 -0.647319 0.02 -0.01 0.00 -1.311
C 3.691433 -2.292154 0.701663 0.01 0.00 0.00 -1.276
C 2.681884 -1.329828 1.109008 -0.04 0.02 0.00 0.616
N 2.114393 -0.756089 0.017441 0.04 -0.01 -0.01 -0.442
C 1.145221 0.194975 -4.182693 0.00 -0.03 0.02 -1.592
C 0.167482 1.131119 -4.188616 -0.01 0.01 0.00 -1.677
N -0.851097 2.081124 -0.000092 -0.03 0.02 0.00 -0.435
C -1.939612 3.019319 3.474072 -0.01 0.02 0.00 -0.672
C -1.741202 4.381907 3.646143 0.01 0.00 0.01 -0.447
C -2.406778 5.101491 4.634819 0.01 -0.02 -0.01 -0.764
C -3.293447 4.442178 5.474908 -0.02 0.01 0.02 1.017
O -3.999796 5.048731 6.478089 0.00 0.00 0.00 -0.465
C -3.812839 6.435956 6.648036 0.00 -0.01 0.00 -0.851
C -3.507462 3.075442 5.318921 0.02 0.00 -0.01 -0.985
C -2.837928 2.379239 4.331572 0.00 0.00 0.00 -0.052
H 6.841312 -4.105486 7.564505 0.00 0.00 0.00 0.247
H 6.696321 -2.427999 6.992506 0.00 0.00 0.00 0.331
H 7.116506 -3.727851 5.848273 0.01 0.00 0.00 0.333
H 6.196877 -1.889714 4.823478 0.00 0.00 0.01 0.383
H 4.898724 -0.780337 3.064690 0.00 0.00 0.00 0.477
H 1.418783 -2.960058 4.197574 0.00 -0.01 0.01 0.455
H 2.713545 -4.091926 5.986255 0.00 0.00 0.00 0.415
H 1.646894 -0.177673 5.045830 0.00 0.00 0.00 0.493
H -0.274899 1.673648 5.035584 0.00 0.00 0.00 0.498
H -3.103364 4.158725 1.317658 0.00 0.00 0.00 0.495
H -3.075254 4.169282 -1.348948 0.00 0.00 0.00 0.497
H -0.945658 4.909279 -2.987563 0.00 0.00 0.00 0.477
H -2.070093 6.199701 -4.741781 0.00 0.00 -0.01 0.392
H -4.256448 6.814745 -7.513496 0.00 0.00 0.00 0.248
H -2.586377 6.729607 -6.909194 0.00 0.00 0.00 0.332
H -3.926385 7.063151 -5.783197 0.00 0.01 0.00 0.333
H -4.099438 2.655125 -6.028437 0.00 0.00 0.00 0.416
H -2.953411 1.368540 -4.243635 -0.01 0.00 0.00 0.460
H 1.479270 -2.918413 -4.195050 0.01 0.00 0.00 0.460
H 2.794243 -4.055653 -5.962285 0.00 0.00 0.00 0.419
H 6.956618 -4.127295 -7.446470 0.00 0.00 0.00 0.246
H 7.197473 -3.762328 -5.722449 0.00 0.00 0.00 0.333
H 6.825708 -2.450265 -6.869545 0.01 0.00 0.00 0.332
H 6.284377 -1.914629 -4.709458 0.00 0.00 0.00 0.394
H 4.966161 -0.797210 -2.972236 0.00 0.00 0.00 0.488
H 4.299979 -2.902841 -1.302169 0.00 0.00 0.00 0.484
H 4.277405 -2.908420 1.364451 0.00 0.00 0.00 0.495
H 1.742497 -0.136595 -5.016170 0.01 -0.01 0.00 0.492
H -0.185578 1.708803 -5.027405 0.01 0.00 0.00 0.487
H -1.044482 4.895643 2.994770 0.00 0.00 0.00 0.484
H -2.217125 6.160532 4.734461 0.00 0.00 0.01 0.387
H -4.454677 6.730891 7.474479 0.00 0.00 0.00 0.247
H -4.101114 6.991508 5.750782 0.00 0.00 0.00 0.331
H -2.774133 6.673203 6.896389 0.00 0.00 0.00 0.331
H -4.208633 2.579126 5.977197 0.00 0.00 0.00 0.418
H -3.016761 1.318738 4.206281 0.00 0.00 0.00 0.456
C -3.916985 0.128254 -1.496019 -0.02 -0.01 -0.01 -1.093
Si -2.955305 -0.539163 0.001347 0.08 0.08 -0.01 0.209
C -3.916525 0.088898 1.515681 -0.02 0.00 0.01 -1.106
C -3.288189 -2.421212 -0.022444 0.02 -0.06 -0.01 0.705
C -4.621906 -2.852680 -0.021691 -0.03 0.03 -0.01 -0.671
C -4.966115 -4.193705 -0.034764 0.02 -0.01 0.01 -0.792
C -3.960934 -5.153120 -0.048906 -0.02 0.02 -0.01 -0.775
C -2.637213 -4.747172 -0.051568 0.03 -0.02 0.01 -0.620
C -2.268012 -3.394920 -0.040245 -0.05 0.01 0.01 0.650
Si -0.403118 -2.974811 -0.053799 0.07 0.08 0.02 0.161
C 0.308407 -3.931624 1.426129 -0.02 -0.03 0.01 -1.079
C 0.268717 -3.880105 -1.583710 0.00 -0.01 -0.02 -1.110
H -4.969541 -0.172571 -1.452987 0.00 0.00 -0.01 0.539
H -3.495448 -0.258766 -2.427614 0.01 0.00 0.00 0.081
H -3.877049 1.219199 -1.535008 0.00 0.01 0.01 0.251
H -4.966295 -0.221037 1.472554 0.00 0.00 0.00 0.542
H -3.887151 1.179691 1.572238 0.00 0.00 0.00 0.239
H -3.486692 -0.309093 2.438803 0.01 -0.01 -0.01 0.090
H -5.419518 -2.114490 -0.010054 0.00 0.00 0.00 0.239
H -6.008800 -4.491491 -0.033691 0.00 0.00 0.00 0.374
H -4.210086 -6.208454 -0.058204 0.00 0.00 0.00 0.381
H -1.862946 -5.509765 -0.063483 0.00 0.00 0.00 0.244
H 0.063246 -4.997233 1.358603 0.00 0.00 0.01 0.547
H -0.104462 -3.551566 2.364473 0.00 0.00 -0.01 0.061
H 1.395584 -3.835485 1.472031 0.00 0.00 -0.01 0.239
H 0.011570 -4.944570 -1.557053 0.00 0.00 0.00 0.551
H 1.356608 -3.795237 -1.641850 -0.01 0.00 0.00 0.252
H -0.153658 -3.456143 -2.498798 0.00 0.00 0.01 0.098



119
Properties=species:S:1:pos:R:3:forces:R:3:mulliken_charge:R:1 method="wB97M-V/def2-TZVPD" charge=-1 lumo_energy_ev="2.173 / 0.527" gap_ev="5.15 / 3.49" max_force_ev_per_a=2.4 spin_multiplicity=2 s2=0.7569 e_above_lowest_kcal_mol=77.0 homo_energy_ev="-2.97 / -2.97"
Co -1.197045 0.156839 -0.082356 -0.40 -0.43 0.49 0.260
C -3.194645 1.703339 -1.922856 -0.11 0.03 0.20 -0.955
P -3.558645 0.621439 -0.447456 0.63 0.09 -0.56 0.851
C -4.449745 1.734239 0.687844 0.02 -0.09 0.29 0.509
C -5.780145 1.639539 1.094044 0.18 -0.06 -0.21 -1.000
C -6.290345 2.540039 2.011944 -0.12 0.13 0.20 -0.732
C -5.474845 3.510139 2.573044 -0.06 -0.05 0.06 -0.703
C -4.132845 3.567439 2.225344 -0.10 0.18 0.14 -0.807
C -3.628145 2.687039 1.294044 -0.03 -0.15 -0.18 0.502
C -4.938745 -0.329961 -1.200256 0.09 -0.12 0.23 0.135
C -4.840545 -1.712261 -1.286656 0.06 0.12 0.07 -0.581
C -5.854145 -2.459161 -1.863756 -0.11 -0.14 -0.06 -0.391
C -6.991845 -1.830661 -2.339856 -0.02 -0.11 -0.04 -0.583
C -7.094745 -0.449761 -2.271456 -0.10 0.11 -0.06 -0.822
C -6.071545 0.296639 -1.717556 0.03 -0.10 -0.06 -0.416
C -2.201645 0.899539 -2.694456 0.00 0.07 -0.01 0.293
C -2.016745 0.674039 -4.041856 -0.18 0.13 -0.20 -1.276
C -0.945845 -0.235961 -4.155356 0.16 -0.16 -0.27 -1.360
C -0.537845 -0.525361 -2.869556 -0.01 0.07 -0.05 0.164
C 0.535755 -1.391461 -2.300656 -0.06 0.09 0.05 -0.740
P -0.077445 -1.860861 -0.616756 -0.43 0.70 -0.23 1.021
C -1.015945 -3.426961 -0.912656 0.04 -0.03 0.01 0.820
C -2.084645 -3.710461 -0.063956 0.14 0.05 0.00 -0.603
C -2.773145 -4.909161 -0.143056 -0.10 -0.15 0.09 -0.866
C -2.398545 -5.867461 -1.069956 -0.02 0.05 0.01 -0.714
C -1.357645 -5.588161 -1.939856 0.01 -0.15 -0.13 -0.694
C -0.686745 -4.379061 -1.875656 -0.07 0.08 0.01 -0.765
C 1.455155 -2.532461 0.136644 -0.17 0.01 0.21 0.293
C 1.926155 -3.832261 -0.012856 0.00 0.04 -0.11 -0.670
C 3.036155 -4.260461 0.692644 0.12 -0.17 0.09 -0.839
C 3.665455 -3.409561 1.586144 0.05 0.03 0.04 -1.022
C 3.212955 -2.108861 1.731044 0.15 -0.05 0.15 -0.844
C 2.128655 -1.669061 0.999144 -0.17 -0.08 -0.08 0.918
N -1.302045 0.169339 -1.990656 0.15 0.15 -0.03 2.295
H -2.763545 2.645139 -1.559356 0.01 -0.16 -0.04 0.174
H -4.097745 1.911739 -2.501356 0.05 -0.01 0.03 0.622
H -6.421645 0.867439 0.689944 0.01 0.03 -0.01 0.491
H -7.334545 2.483739 2.293844 -0.02 -0.02 0.04 0.406
H -5.879645 4.202339 3.296444 -0.04 0.09 0.07 0.375
H -3.486345 4.297639 2.690144 0.08 0.10 0.01 0.456
H -2.582445 2.699439 1.017744 0.14 0.08 -0.01 -0.632
H -3.956245 -2.200861 -0.903456 0.09 -0.01 -0.03 0.139
H -5.748345 -3.532161 -1.947656 -0.01 -0.08 0.03 0.483
H -7.797145 -2.410461 -2.770256 -0.02 -0.04 -0.06 0.371
H -7.971945 0.049439 -2.662456 -0.05 0.01 -0.01 0.378
H -6.157845 1.373939 -1.680856 0.01 0.07 0.00 0.480
H -2.579045 1.104239 -4.851356 -0.13 0.09 -0.10 0.531
H -0.531845 -0.623861 -5.069256 0.10 -0.11 -0.13 0.505
H 1.461955 -0.815761 -2.138556 -0.12 -0.27 0.04 -0.457
H 0.775355 -2.252061 -2.931256 0.03 0.08 0.04 0.608
H -2.374745 -2.979361 0.678744 -0.04 0.10 -0.02 0.585
H -3.598245 -5.103361 0.529644 -0.03 0.02 0.06 0.474
H -2.912045 -6.819161 -1.117956 -0.03 0.00 -0.02 0.384
H -1.057845 -6.328761 -2.667456 0.01 -0.03 -0.13 0.419
H 0.102855 -4.185861 -2.586456 0.12 0.03 -0.03 0.289
H 1.431255 -4.519961 -0.683956 -0.04 -0.02 0.05 0.375
H 3.396655 -5.272461 0.561644 0.02 -0.05 0.01 0.423
H 4.499355 -3.753861 2.178444 0.14 -0.08 0.03 0.426
H 3.693755 -1.447661 2.438244 0.04 0.09 0.01 0.526
H 1.775055 -0.653961 1.106344 0.00 0.01 0.01 -0.163
C -2.253045 -0.504561 2.609344 -0.65 -0.15 0.31 -0.307
N -1.199645 0.179639 1.882544 2.03 -0.26 0.99 1.316
C -0.117645 0.424639 2.593044 -2.24 -0.71 -0.63 -0.138
C 0.909655 1.290039 2.192644 1.11 0.81 -0.68 -0.648
C 2.088455 1.645539 2.859544 -0.53 -0.25 -0.16 -0.624
C 2.705855 2.645439 2.110544 0.33 0.06 0.09 -1.288
C 1.925855 2.883139 0.999444 -0.47 -0.18 0.05 -0.802
N 0.848655 2.054639 1.051844 1.63 0.76 1.22 0.649
C -1.786145 -1.661461 3.455244 0.03 0.13 0.10 -0.304
C -2.182245 -1.769061 4.781344 -0.06 0.12 -0.16 -0.641
C -1.738845 -2.814961 5.568744 0.00 -0.17 0.14 -0.632
C -0.890245 -3.772061 5.038344 0.02 -0.02 0.13 -0.521
C -0.468145 -3.657561 3.724144 0.06 -0.13 -0.04 -1.299
C -0.905945 -2.607261 2.942944 -0.05 0.00 -0.12 0.411
H -3.010445 -0.841461 1.888944 0.28 0.06 0.07 -0.114
H -2.752145 0.235139 3.255444 0.01 -0.17 -0.12 0.448
H 0.016355 -0.034961 3.572444 -0.19 0.19 0.11 0.301
H 2.442755 1.202139 3.768644 0.01 -0.06 0.29 0.571
H 3.633755 3.137239 2.333344 0.12 0.10 0.04 0.593
H 2.036555 3.600339 0.211544 -0.02 0.08 -0.22 0.810
H -2.832945 -1.012561 5.197344 -0.08 0.06 0.06 0.432
H -2.051645 -2.873161 6.600644 -0.03 -0.05 0.12 0.390
H -0.547045 -4.593761 5.649844 0.04 -0.06 0.07 0.403
H 0.208755 -4.385361 3.300344 0.08 -0.07 -0.03 0.504
H -0.552745 -2.513761 1.925244 0.02 0.06 0.04 0.667
C 9.866055 0.309339 -1.271056 -0.10 -0.02 0.02 -1.466
C 8.370855 0.433739 -1.293856 0.04 0.00 0.09 0.732
C 7.667755 0.513239 -2.483256 0.03 0.03 0.06 -1.122
C 6.288955 0.655939 -2.494356 -0.09 0.10 -0.34 1.008
C 5.574955 0.726939 -3.807356 0.00 0.01 -0.08 -1.793
C 5.579055 0.717239 -1.295056 -0.03 0.03 -0.02 -0.260
Te 3.495155 1.067239 -1.313956 0.01 0.03 -0.07 0.522
C 6.272555 0.585339 -0.093056 -0.04 -0.06 0.30 1.169
C 5.569755 0.598839 1.228544 0.02 0.08 0.04 -0.541
C 7.653255 0.458939 -0.108156 0.11 0.01 -0.16 -0.935
H 10.276855 0.356239 -2.277856 0.07 -0.02 -0.01 0.345
H 10.148255 -0.641161 -0.818056 0.15 -0.02 -0.01 0.323
H 10.303255 1.111339 -0.675956 0.10 -0.01 0.00 0.332
H 8.201155 0.482339 -3.426356 0.02 -0.02 -0.03 0.233
H 6.283755 0.743939 -4.634256 -0.03 -0.05 -0.05 0.361
H 4.950955 1.619939 -3.862056 -0.06 0.03 -0.03 0.367
H 4.919055 -0.137961 -3.919156 -0.06 0.00 -0.14 0.340
H 4.523155 0.331439 1.106544 -0.09 -0.03 0.12 -0.789
H 5.607655 1.594639 1.670644 -0.05 0.06 0.08 0.311
H 6.037055 -0.101061 1.920144 0.02 -0.01 0.06 0.465
H 8.186455 0.390739 0.832444 0.01 -0.05 0.10 0.417
N -0.130745 1.915539 0.078344 -1.07 -1.65 -0.78 0.716
C -0.459045 2.862739 -0.666056 -0.89 0.78 -1.11 -0.541
C -0.311845 4.247939 -0.771556 0.46 0.21 0.33 -0.085
C 0.288055 4.864639 -1.891156 0.24 -0.08 0.02 -0.356
C 0.272755 6.232839 -2.033956 0.01 0.09 -0.01 -0.563
C -0.358245 7.040639 -1.097256 -0.02 0.37 0.02 -0.525
C -0.950145 6.452139 0.012344 -0.01 0.17 -0.13 -0.661
C -0.932645 5.087839 0.182044 0.05 0.01 0.12 -0.322
H 0.774255 4.242239 -2.628356 -0.02 -0.08 -0.11 0.462
H 0.755155 6.690839 -2.889356 0.00 -0.05 -0.06 0.373
H -0.389545 8.113639 -1.229256 0.02 0.05 0.00 0.362
H -1.419745 7.079939 0.757144 -0.09 0.03 0.09 0.380
H -1.391045 4.650139 1.057144 -0.04 -0.08 0.08 0.222